83
Properties=species:S:1:pos:R:3:forces:R:3:mulliken_charge:R:1 method="wB97M-V/def2-TZVPD" e_lumo_ha=0.0858 total_charge=-1 molar_mass_g_mol=933.848 total_energy_ha=-7346.94214
Lu -0.104441 0.070088 -0.664032 1.59 2.35 0.18 1.181
As -1.753089 -1.886076 0.766211 -0.36 -0.54 0.87 1.438
Cl -3.969933 5.066625 -2.365907 0.05 -0.02 -0.03 -0.212
Cl -0.029157 0.398750 -3.398554 0.08 0.01 -0.51 -0.235
Cl -2.796011 3.500017 0.004355 0.30 0.16 -0.16 -0.151
Cl -3.226634 4.318528 -5.299558 0.03 -0.01 0.02 -0.214
Cl -1.227252 1.947269 -5.829664 -0.05 0.05 0.10 -0.224
O -1.171387 -1.551482 -0.913537 -0.58 -1.21 -0.10 -0.861
N 1.530532 2.184742 -0.298161 0.04 0.02 0.10 1.481
N 2.178356 -0.490950 -0.364627 -0.07 -0.03 0.30 0.526
N 1.424493 -2.092319 -2.459515 0.09 -0.04 -0.06 1.299
N -1.208938 -0.092088 1.218355 -0.67 -0.14 -0.49 -0.110
C 0.521359 -2.909313 -3.251081 0.04 0.01 0.00 -1.245
C 1.964163 -4.098298 -1.133390 0.02 0.00 0.03 -0.304
C -0.205953 1.028518 3.653019 -0.09 0.03 -0.01 -1.457
C 4.858176 2.243581 1.434600 -0.08 -0.06 -0.03 -1.015
C -2.080189 0.710339 1.956895 0.52 0.07 0.13 -0.029
C 2.749351 1.735294 0.350039 0.01 0.19 0.02 0.024
C 2.905572 -2.498147 0.901301 -0.01 -0.07 0.07 -0.420
C -2.288694 3.053007 -1.604814 -0.22 0.11 0.02 0.969
C -1.609683 1.295137 3.160923 -0.06 0.00 0.09 1.042
C 1.900557 2.669141 -1.641108 -0.05 -0.07 0.03 -1.239
C 2.372930 -1.874499 -0.232812 0.06 0.17 -0.09 -0.261
C -3.037049 -1.998853 2.311759 0.03 0.10 0.18 -1.677
C -2.533338 3.450084 -3.978512 -0.08 0.05 0.05 0.657
C 2.496319 -4.691733 0.005589 -0.01 0.05 0.00 -0.949
C -1.143929 1.731276 -3.110941 0.01 0.02 -0.10 0.965
C 3.091696 0.375492 0.207092 -0.03 -0.33 -0.11 0.045
C -4.220540 1.785295 2.367984 -0.07 0.01 0.11 -0.579
C -3.761418 2.341566 3.551895 0.02 -0.03 -0.02 -0.905
C 2.540816 -1.590364 -3.261609 -0.10 0.02 0.03 -1.167
C -1.404621 1.991471 -1.780407 -0.14 -0.03 -0.15 -1.198
C -2.720512 -3.417376 -0.052779 -0.14 -0.07 -0.24 -1.318
C -3.407855 1.001570 1.561181 -0.08 -0.20 0.02 0.966
C -2.853726 3.777057 -2.660478 0.01 0.00 0.02 -0.472
C -1.657061 2.401037 -4.214016 0.08 -0.08 -0.12 -0.657
C 0.845713 3.253638 0.432160 0.05 -0.04 0.03 -0.701
C 3.604651 2.631800 0.974143 0.06 -0.04 -0.04 -0.403
C 2.976251 -3.878119 1.019896 -0.03 0.00 0.00 -0.915
C -3.959944 0.542775 0.236547 -0.08 -0.05 0.13 -1.416
C -2.448928 2.099902 3.926683 0.08 -0.05 0.00 -0.761
C 5.260300 0.936474 1.199921 -0.05 -0.05 -0.05 -0.815
C 4.404673 0.029590 0.591606 0.08 0.05 0.06 -0.863
C 1.913070 -2.715215 -1.269988 -0.01 -0.07 -0.08 0.023
C -0.316835 -2.867715 1.602625 -0.05 -0.13 -0.16 -0.821
H -3.660721 -3.066380 -0.481404 -0.03 -0.04 -0.02 0.348
H 2.524387 -5.771652 0.095518 0.00 0.05 0.00 0.366
H 0.600249 2.916375 1.438628 0.01 0.00 -0.01 0.063
H 0.429875 -2.166055 1.948898 0.14 0.09 0.07 -0.186
H 3.187655 -2.408431 -3.609399 0.01 -0.03 -0.01 0.322
H -2.926688 -4.174521 0.702931 -0.06 -0.05 0.00 0.388
H -0.074818 3.490928 -0.084695 -0.16 0.03 -0.06 -0.093
H 3.133022 -0.897133 -2.665418 -0.01 0.00 0.01 0.168
H -2.065252 2.527655 4.849450 0.00 -0.02 -0.03 0.418
H 0.109017 -2.299369 -4.055253 0.00 0.01 -0.01 0.373
H -0.302941 -3.241052 -2.621277 0.01 0.01 0.00 0.153
H -0.196654 0.893395 4.738376 -0.02 0.02 -0.05 0.471
H 1.020173 -3.776659 -3.713325 -0.03 0.03 0.00 0.358
H -2.734217 -1.365202 3.144098 -0.04 -0.05 0.01 0.394
H -3.213336 0.612443 -0.547592 0.15 -0.01 -0.12 0.058
H 5.506464 2.951598 1.935704 -0.02 -0.02 -0.02 0.414
H -5.233968 1.994741 2.037396 0.03 -0.01 0.00 0.336
H -4.410689 2.956391 4.165381 0.03 -0.02 -0.03 0.373
H 1.445671 4.170088 0.491713 -0.02 0.00 0.01 0.420
H 0.125874 -3.564010 0.893502 0.04 0.00 -0.02 0.201
H 4.747167 -0.979381 0.410070 0.04 0.03 0.02 0.516
H 2.594430 3.515191 -1.567322 0.02 0.02 0.00 0.394
H 2.385367 1.866228 -2.198658 -0.02 0.02 0.03 0.144
H -0.718417 -3.415446 2.452136 -0.01 -0.04 0.05 0.704
H 1.587437 -4.729218 -1.929157 0.02 0.04 0.04 0.267
H -2.973402 -3.049272 2.595555 -0.09 0.00 0.06 0.659
H -4.063247 -1.768981 2.036626 -0.07 0.03 -0.01 0.392
H 3.302416 3.664674 1.091988 -0.01 -0.03 -0.01 0.294
H 2.158845 -1.062575 -4.137676 0.00 0.00 0.01 0.453
H 3.226634 -1.880549 1.729226 -0.02 -0.01 0.02 0.580
H -2.098894 -3.820466 -0.851277 -0.05 -0.02 0.05 0.199
H -4.313095 -0.490912 0.247546 0.03 -0.10 0.04 0.326
H -4.810390 1.165884 -0.050038 0.03 -0.02 0.02 0.380
H 6.253643 0.612771 1.495897 -0.06 -0.01 -0.03 0.367
H 3.376020 -4.315613 1.928084 0.00 0.02 -0.02 0.347
H 0.472086 1.859431 3.429767 -0.02 -0.04 -0.04 0.250
H 0.201670 0.138293 3.179403 0.01 -0.02 -0.02 -0.089
H 1.006765 2.989273 -2.174690 -0.01 0.01 -0.01 0.453

=====

20
Properties=species:S:1:pos:R:3:forces:R:3:mulliken_charge:R:1 method="wB97M-V/def2-TZVPD" e_lumo_ha=0.0384 smiles="N/C=N/CCCCO" total_charge=0 molar_mass_g_mol=116.164 total_energy_ha=-382.36578
O -0.494695 -3.646880 -0.318990 -1.47 2.56 -0.16 -0.539
N 0.219355 3.583324 1.244043 2.99 0.06 -2.49 -0.473
N 0.364602 1.576314 0.097218 -0.74 0.92 0.17 -0.441
C -0.977053 -2.236422 0.214504 2.88 -3.12 0.30 -0.417
C 0.343001 -1.464391 0.386010 -1.85 0.99 -2.48 -1.077
C -0.053906 2.807971 0.160136 0.14 -3.85 -2.86 -0.006
C 0.897099 -0.677403 -0.864791 1.57 0.64 1.42 -0.392
C 0.024919 0.604016 -0.979754 -1.18 -0.87 1.03 -0.549
H -0.647169 3.241061 -0.724192 0.58 -0.18 1.53 0.326
H -1.274634 -2.618957 1.225917 -0.67 1.26 -0.92 0.237
H 1.948670 -0.263739 -0.460917 -1.89 -1.25 -1.54 0.291
H -0.588560 3.865692 1.593748 -4.21 2.28 2.16 0.195
H 0.064560 1.064572 -1.952925 -0.17 0.10 -0.52 0.506
H 0.940474 -1.321795 -1.835385 0.07 1.26 1.84 0.244
H 1.102341 -1.967499 0.860263 1.58 -2.27 0.60 0.548
H 0.771693 3.151562 1.925804 0.92 -1.01 0.93 0.279
H -1.241001 -3.852656 -0.885861 0.08 -0.68 -0.26 0.283
H -1.009879 0.094452 -0.771597 1.22 1.89 -0.59 0.107
H 0.115763 -0.800282 1.159726 -0.38 2.03 0.95 0.467
H -1.716762 -1.737477 -0.468119 0.54 -0.78 0.90 0.410

=====

12
Properties=species:S:1:pos:R:3:forces:R:3:mulliken_charge:R:1 method="wB97M-V/def2-TZVPD" e_lumo_ha=0.0373 smiles="C1=CC12CCS2" total_charge=0 molar_mass_g_mol=98.170 total_energy_ha=-592.15201
S -1.730346 0.861107 -0.332539 1.70 -0.47 0.59 -0.231
C -1.404636 -0.892990 0.263654 -2.94 1.19 2.26 -0.523
C 1.209075 1.261842 0.641938 -0.17 0.19 1.80 -0.364
C 1.541992 1.310335 -0.611096 -3.22 -1.07 2.07 -0.428
C -0.088006 -0.970048 -0.317850 1.46 2.92 -1.20 -0.686
C 0.268242 0.614970 -0.228372 -1.04 -2.37 -0.25 0.232
H 2.022412 1.685804 -1.407363 1.96 1.17 -2.37 0.441
H -1.429820 -0.987424 1.427293 0.48 0.65 -1.88 0.219
H 0.475048 -1.640566 0.220990 2.13 -1.40 1.05 0.379
H 1.319916 1.472127 1.719296 0.34 0.07 -0.97 0.360
H -2.187966 -1.584682 0.005189 -0.17 -0.28 -0.78 0.375
H 0.004087 -1.130476 -1.381137 -0.54 -0.60 -0.32 0.228